{"formula": "C4H9N3", "method": "ωB97M-V/def2-TZVPD", "symbols": ["N", "N", "N", "C", "C", "C", "C", "H", "H", "H", "H", "H", "H", "H", "H", "H"], "xyz": [[-1.917, -0.800, 1.257], [0.917, -0.015, -1.881], [-0.611, -0.954, 0.764], [-0.293, 0.746, -1.705], [1.654, -0.110, -0.863], [1.412, 0.293, 0.527], [0.357, -0.119, 1.271], [-0.257, 1.591, -0.893], [-1.149, 0.031, -1.525], [0.200, 0.211, 2.328], [2.190, 0.813, 1.079], [2.668, -0.597, -1.032], [-0.559, 1.239, -2.680], [-2.061, 0.188, 1.346], [-1.913, -1.161, 2.215], [-0.637, -1.357, -0.207]], "de_lowest_kj_mol": 277.6, "e_lumo_ev": 0.897, "gap_ev": 9.232}

=====

{"formula": "C43H26F16GeN4O4S2Sn", "method": "ωB97M-V/def2-TZVPD", "symbols": ["Sn", "Ge", "S", "S", "F", "F", "F", "F", "F", "F", "F", "F", "F", "F", "F", "F", "F", "F", "F", "F", "O", "O", "O", "O", "N", "N", "N", "N", "C", "C", "C", "C", "C", "C", "C", "C", "C", "C", "C", "C", "C", "C", "C", "C", "C", "C", "C", "C", "C", "C", "C", "C", "C", "C", "C", "C", "C", "C", "C", "C", "C", "C", "C", "C", "C", "C", "C", "C", "C", "C", "C", "H", "H", "H", "H", "H", "H", "H", "H", "H", "H", "H", "H", "H", "H", "H", "H", "H", "H", "H", "H", "H", "H", "H", "H", "H", "H"], "xyz": [[-0.105, -0.728, 1.436], [0.450, 0.422, -5.616], [1.473, -0.717, -2.571], [0.070, 0.534, -3.389], [1.952, -2.215, -5.414], [1.778, -0.051, -8.216], [-0.653, 4.803, -8.358], [-2.492, 0.992, -4.977], [1.247, -4.734, -5.989], [-1.170, -5.241, -7.128], [-2.867, -3.198, -7.675], [-3.218, 4.868, -7.487], [4.350, 0.146, -9.025], [6.246, 0.989, -7.273], [1.285, 5.988, 1.317], [3.029, 1.453, -3.925], [5.563, 1.630, -4.729], [-4.134, 2.956, -5.792], [-2.193, -0.687, -7.078], [0.992, 2.851, -7.555], [3.482, -1.871, -0.396], [1.098, -0.437, 3.480], [0.836, 1.092, 1.018], [1.545, -1.624, 0.640], [-0.555, -2.668, -2.479], [-1.702, -1.129, -1.125], [1.449, -3.425, -2.785], [4.705, 1.928, -0.016], [-3.866, -0.315, -1.751], [-2.018, 1.928, -5.819], [0.736, -2.434, -5.953], [2.103, 4.987, 0.994], [0.737, -2.308, -2.601], [-0.111, -1.362, -6.185], [3.411, 5.301, 0.623], [-1.324, -1.657, -6.789], [6.286, 3.525, -0.996], [0.404, -3.739, -6.255], [4.635, 1.213, -5.589], [4.300, 4.311, 0.280], [6.933, 2.084, 1.012], [2.066, 1.300, 0.683], [-0.700, 1.855, -6.242], [-2.879, 2.926, -6.223], [2.712, 0.356, -7.345], [0.242, 1.654, 4.430], [-0.265, 2.852, -7.103], [4.989, 0.886, -6.888], [2.681, -1.162, 0.177], [4.019, 0.454, -7.782], [6.150, 2.186, -0.289], [2.978, 0.302, 0.321], [3.850, 2.973, 0.315], [-2.730, -1.861, -3.166], [-1.099, 3.870, -7.532], [-1.693, -2.954, -7.113], [-2.412, 3.905, -7.089], [-1.703, -1.832, -2.244], [-0.649, -4.043, -2.604], [1.464, 0.831, 4.105], [4.271, 0.682, -0.013], [1.640, 3.704, 1.018], [-0.827, -4.000, -6.838], [-3.844, -1.078, -2.906], [3.316, 1.105, -5.191], [5.705, 4.644, -0.145], [2.525, 2.671, 0.672], [2.901, -3.529, -2.951], [0.602, -4.511, -2.779], [-2.778, -0.375, -0.895], [2.325, 0.668, -6.051], [0.619, 3.484, 1.288], [6.854, 1.083, 1.436], [4.981, -0.086, -0.292], [7.987, 2.288, 0.822], [-2.649, -2.459, -4.064], [-0.314, 1.904, 3.525], [7.341, 3.703, -1.203], [-2.773, 0.200, 0.025], [1.106, -1.139, 4.141], [-4.711, 0.314, -1.509], [3.364, -3.690, -1.982], [5.702, 5.583, -0.697], [6.458, 1.390, -0.967], [0.545, 2.588, 4.905], [3.273, -2.607, -3.388], [3.100, -4.356, -3.628], [2.116, 1.338, 3.396], [3.711, 6.342, 0.601], [-1.595, -4.550, -2.535], [0.969, -5.514, -2.902], [2.047, 0.603, 4.996], [6.574, 2.796, 1.754], [5.769, 3.479, -1.957], [6.324, 4.810, 0.741], [-0.419, 1.126, 5.117], [-4.672, -1.058, -3.600]], "de_lowest_kj_mol": 0.0, "e_lumo_ev": -5.185, "total_charge": 2, "gap_ev": 8.512}

=====

{"formula": "C18H36O18", "method": "ωB97M-V/def2-TZVPD", "symbols": ["O", "O", "O", "O", "O", "O", "O", "O", "O", "O", "O", "O", "O", "O", "O", "O", "O", "O", "C", "C", "C", "C", "C", "C", "C", "C", "C", "C", "C", "C", "C", "C", "C", "C", "C", "C", "H", "H", "H", "H", "H", "H", "H", "H", "H", "H", "H", "H", "H", "H", "H", "H", "H", "H", "H", "H", "H", "H", "H", "H", "H", "H", "H", "H", "H", "H", "H", "H", "H", "H", "H", "H"], "xyz": [[44.364, 28.400, 13.487], [40.454, 22.464, 13.016], [43.655, 27.126, 11.678], [37.706, 22.282, 17.260], [48.136, 21.282, 12.952], [37.423, 20.841, 18.931], [43.849, 26.177, 13.802], [36.351, 22.446, 8.821], [34.960, 21.172, 9.879], [42.138, 18.674, 9.794], [34.488, 23.283, 9.744], [42.469, 22.928, 12.076], [43.238, 17.290, 8.619], [44.308, 18.617, 10.139], [45.964, 20.770, 12.878], [40.671, 22.760, 10.847], [39.516, 21.387, 18.262], [47.326, 19.865, 14.471], [43.355, 28.191, 10.835], [38.233, 21.452, 18.099], [39.346, 22.763, 10.616], [43.343, 18.260, 9.526], [44.549, 16.704, 8.097], [48.560, 19.731, 15.069], [43.897, 26.303, 15.250], [35.181, 22.394, 9.471], [41.899, 19.588, 10.992], [43.926, 27.336, 13.027], [37.979, 20.043, 20.026], [43.151, 22.916, 13.298], [33.849, 20.875, 10.748], [45.721, 21.410, 11.639], [38.426, 23.101, 16.343], [41.160, 22.753, 11.957], [47.186, 20.681, 13.420], [36.815, 23.603, 8.104], [37.585, 24.248, 8.609], [34.096, 20.044, 11.232], [45.933, 22.559, 11.663], [33.032, 20.825, 10.205], [37.258, 19.835, 20.937], [37.270, 23.511, 7.124], [36.093, 24.263, 7.994], [40.967, 19.683, 10.984], [44.297, 23.090, 13.194], [42.584, 23.728, 13.756], [38.398, 19.108, 19.577], [44.361, 25.382, 15.621], [43.203, 29.257, 11.482], [39.088, 23.703, 16.997], [39.185, 22.985, 9.569], [42.613, 20.395, 10.983], [44.835, 20.967, 11.233], [38.855, 22.561, 15.519], [42.763, 22.019, 13.759], [33.621, 21.728, 11.379], [44.634, 26.960, 15.597], [38.792, 20.621, 20.773], [49.257, 19.072, 14.370], [38.081, 23.742, 15.825], [46.645, 20.973, 10.965], [38.693, 23.321, 11.214], [44.073, 28.386, 10.016], [42.169, 18.946, 11.731], [48.531, 19.190, 16.049], [42.993, 26.455, 15.697], [44.691, 15.745, 8.640], [48.820, 20.686, 15.474], [42.196, 27.988, 10.500], [39.161, 21.794, 10.795], [45.457, 17.421, 8.273], [44.384, 16.784, 7.052]], "de_lowest_kj_mol": 1020.1, "e_lumo_ev": 0.392, "gap_ev": 10.290}

=====

{"formula": "C23H22FNO2PS3Sr", "method": "ωB97M-V/def2-TZVPD", "symbols": ["Sr", "S", "S", "S", "P", "F", "O", "O", "N", "C", "C", "C", "C", "C", "C", "C", "C", "C", "C", "C", "C", "C", "C", "C", "C", "C", "C", "C", "C", "C", "C", "C", "H", "H", "H", "H", "H", "H", "H", "H", "H", "H", "H", "H", "H", "H", "H", "H", "H", "H", "H", "H", "H", "H"], "xyz": [[-1.157, 0.000, 0.105], [-2.021, -0.805, 2.393], [0.737, -1.752, 0.325], [0.113, 1.083, -5.134], [-0.290, -1.638, 1.990], [2.549, 3.309, 3.626], [-0.675, -3.192, 2.417], [0.813, -1.391, 3.176], [-0.194, 1.076, -2.516], [1.480, -1.057, 5.451], [-0.098, -5.277, 1.334], [0.319, -1.045, 4.478], [-2.674, -0.411, -2.494], [1.533, 2.948, 2.782], [-0.272, 3.554, 1.344], [0.850, 1.878, -2.775], [0.325, -4.209, 2.326], [2.679, 3.371, -2.227], [-3.865, -1.133, -2.581], [-1.968, -0.195, -3.707], [1.329, 1.618, 2.513], [-0.532, 2.213, 1.019], [-3.670, -1.407, -4.973], [-2.472, -0.700, -4.934], [3.015, 3.502, -3.578], [-0.768, 0.569, -3.639], [-4.384, -1.628, -3.798], [1.209, 2.029, -4.151], [0.272, 1.295, 1.647], [0.738, 3.935, 2.222], [1.617, 2.585, -1.815], [2.267, 2.819, -4.549], [1.973, 0.864, 2.947], [0.113, 0.232, 1.491], [2.281, -0.415, 5.079], [1.283, -3.785, 2.027], [0.472, -4.646, 3.319], [0.589, -6.125, 1.377], [-1.110, -5.612, 1.572], [-4.047, -1.791, -5.918], [3.845, 4.135, -3.874], [-5.339, -2.154, -3.826], [-0.885, 4.336, 0.900], [-4.439, -1.313, -1.667], [0.933, 4.975, 2.462], [-0.453, -1.750, 4.791], [2.525, 2.911, -5.600], [1.151, -0.683, 6.421], [1.877, -2.067, 5.567], [3.274, 3.898, -1.487], [1.320, 2.490, -0.776], [-1.922, -0.516, -5.856], [-0.109, -4.867, 0.324], [-0.142, -0.058, 4.449]], "de_lowest_kj_mol": 387.6, "e_lumo_ev": [4.265, 4.264], "total_charge": -2, "s_squared": 0.7787, "spin_multiplicity": 2, "gap_ev": [2.580, 4.991]}

=====

{"formula": "C6H8N", "method": "ωB97M-V/def2-TZVPD", "symbols": ["N", "C", "C", "C", "C", "C", "C", "H", "H", "H", "H", "H", "H", "H", "H"], "xyz": [[-0.816, -0.338, 0.036], [1.587, -0.084, 0.371], [2.536, 0.438, -0.348], [-3.163, 0.852, 0.085], [-0.587, -1.510, -0.412], [0.260, 0.594, 0.480], [-2.139, 0.163, 0.068], [1.799, -1.003, 0.733], [0.478, -1.838, -0.693], [-4.070, 1.367, 0.230], [-1.474, -2.153, -0.547], [2.318, 1.368, -0.872], [3.384, -0.173, -0.424], [0.024, 1.578, -0.142], [-0.138, 0.739, 1.434]], "de_lowest_kj_mol": 539.8, "e_lumo_ev": -5.359, "total_charge": 1, "gap_ev": 9.463}

=====

{"formula": "C4H13NS", "method": "ωB97M-V/def2-TZVPD", "symbols": ["S", "N", "C", "C", "C", "C", "H", "H", "H", "H", "H", "H", "H", "H", "H", "H", "H", "H", "H"], "xyz": [[-1.509, -1.786, -1.096], [-0.968, 1.903, -0.163], [-0.375, 1.351, 1.043], [0.825, 0.498, 0.694], [-0.184, -1.866, -2.711], [1.353, -0.285, 1.865], [-0.372, -0.937, -3.252], [-0.494, -2.737, -3.255], [-1.135, 0.731, 1.612], [1.592, 0.471, 2.666], [0.808, -1.883, -2.245], [-1.287, 1.186, -0.793], [1.597, 1.149, 0.176], [-1.488, -0.366, -0.013], [0.633, -1.023, 2.235], [2.244, -0.883, 1.653], [-0.035, 2.139, 1.766], [-1.726, 2.561, -0.028], [0.523, -0.222, -0.154]], "de_lowest_kj_mol": 258.1, "e_lumo_ev": -0.095, "gap_ev": 8.954}